ORCA calculation (the ωB97M-V functional and the def2-TZVPD basis) on a molecular structure, C22H44CuO24S5.

Last column: Löwdin spin population.
Atoms and positions in Å:
Cu 0.28 0.20 -0.12  0.787
S -1.50 0.10 -2.29  0.001
O -0.74 -0.10 -3.49  0.001
O -1.19 -0.92 -1.29  0.001
O -0.93 1.27 -1.61  0.048
O -2.94 0.31 -2.42  0.005
S 1.94 -1.67 0.88  0.001
O 3.34 -1.51 1.02  0.009
O 1.77 -2.97 1.49  0.008
O 1.23 -0.64 1.55  0.089
O 1.49 -1.53 -0.50  0.032
C 3.50 0.23 5.11  0.000
C 2.11 -0.38 5.26  0.000
C 2.12 -1.66 4.43  0.001
O 3.42 -1.64 3.71  0.000
C 4.00 -0.36 3.78  0.000
H 4.28 -0.02 5.83  0.000
H 3.46 1.32 5.09  0.000
H 1.31 0.21 4.83  0.000
H 1.82 -0.46 6.31  0.000
H 1.32 -1.66 3.69  0.000
H 2.04 -2.39 5.23  0.000
H 3.69 0.18 2.89  0.000
H 5.07 -0.50 3.67  0.000
C 3.78 1.14 -2.45  0.000
C 4.31 1.10 -1.07  0.000
C 3.19 1.78 -0.27  0.000
O 2.07 1.06 -0.81  0.005
C 2.28 1.03 -2.22  0.000
H 4.03 0.31 -3.11  0.000
H 4.00 2.10 -2.91  0.000
H 5.27 1.61 -0.99  0.000
H 4.33 0.10 -0.63  0.000
H 3.10 2.86 -0.40  0.000
H 3.25 1.77 0.82  0.000
H 1.78 1.83 -2.77  0.000
H 1.81 0.15 -2.66  0.000
C -3.02 -0.20 3.14  0.000
C -3.52 0.88 2.17  0.000
C -2.72 0.83 0.88  0.000
O -1.57 0.09 1.29  0.006
C -1.97 -0.80 2.29  0.000
H -3.79 -0.94 3.32  0.000
H -2.68 0.21 4.09  0.000
H -3.33 1.85 2.61  0.000
H -4.58 0.92 1.92  0.000
H -2.36 1.78 0.48  0.000
H -3.24 0.35 0.05  0.000
H -1.13 -1.16 2.88  0.000
H -2.21 -1.78 1.88  0.000
C -0.18 4.40 1.90  0.000
C -0.33 3.36 3.02  0.000
C 0.61 2.23 2.53  0.000
O 0.44 2.23 1.09  0.005
C 0.19 3.60 0.70  0.000
H 0.63 5.09 2.15  0.000
H -1.11 4.91 1.64  0.000
H -1.36 3.00 3.03  0.000
H -0.04 3.67 4.03  0.000
H 0.30 1.25 2.89  0.000
H 1.65 2.53 2.68  0.000
H -0.65 3.46 0.01  0.000
H 0.97 4.09 0.11  0.000
C -2.45 3.19 -3.53  0.000
C -3.14 3.51 -2.25  0.000
O -4.28 4.35 -2.53  0.000
S -4.28 4.91 -4.14  0.000
O -4.31 6.36 -4.12  0.000
O -5.16 4.09 -4.94  0.000
O -2.73 4.34 -4.32  0.000
H -2.92 2.35 -4.04  0.000
H -1.40 3.05 -3.30  0.000
H -2.49 4.11 -1.62  0.000
H -3.44 2.58 -1.76  0.000
C 0.24 -2.54 -4.80  0.000
C 0.18 -3.07 -3.44  0.000
O 1.25 -3.95 -3.39  0.000
S 1.89 -4.36 -4.90  0.000
O 1.81 -5.81 -5.20  0.000
O 3.12 -3.59 -5.07  0.000
O 0.68 -3.58 -5.66  0.000
H 0.94 -1.71 -4.88  0.000
H -0.79 -2.28 -5.06  0.000
H -0.76 -3.54 -3.14  0.000
H 0.54 -2.23 -2.85  0.000
C -1.61 -3.81 -0.13  0.000
C -0.94 -5.00 -0.69  0.000
O -1.97 -5.99 -0.76  0.000
S -3.19 -5.81 0.40  0.000
O -2.99 -6.80 1.49  0.000
O -4.48 -5.75 -0.27  0.000
O -2.59 -4.33 0.81  0.000
H -2.25 -3.33 -0.88  0.000
H -0.94 -3.09 0.34  0.000
H -0.14 -5.40 -0.07  0.000
H -0.47 -4.94 -1.67  0.000

LUMO energy (spin up / spin down)   0.1394 / 0.1393 Ha
Orbital gap (spin up / spin down)   6.4 / 6.4 eV
Multiplicity   2
Net charge   -2
Highest occupied orbital energy (spin up / spin down)   -0.096 / -0.095 Eh

---

ORCA calculation (the ωB97M-V functional and the def2-TZVPD basis) on a molecular structure, C22H44EuN3OP3S.

Last column: Löwdin spin population.
Atoms and positions in Å:
Eu 1.04 -0.23 0.74  6.327
P -0.53 2.23 1.85  -0.013
P -2.91 -0.56 -1.20  0.000
P 2.76 1.95 0.07  -0.023
H 0.49 -1.54 -6.57  0.000
C 1.50 -1.92 -6.40  -0.001
C 1.81 -2.98 -5.65  -0.001
H 1.09 -3.58 -5.08  0.000
C -1.01 3.76 0.93  -0.002
C -1.94 2.12 3.03  -0.003
C 0.73 2.90 2.99  0.000
C -3.55 -1.92 -2.15  0.000
C -2.93 -0.77 0.58  0.001
C -3.89 0.87 -1.54  0.000
C 3.88 1.13 -1.14  -0.003
C 3.87 2.01 1.54  -0.001
C 2.76 3.69 -0.50  -0.005
H 2.30 -1.41 -6.94  0.000
H 2.84 -3.36 -5.65  0.000
H -1.35 4.55 1.61  0.000
H -1.81 3.51 0.22  0.000
H -0.15 4.11 0.34  0.000
H -1.89 2.96 3.74  -0.001
H -1.86 1.17 3.58  0.000
H -2.90 2.12 2.49  0.000
H 0.22 3.59 3.68  0.000
H 1.52 3.42 2.43  0.000
H 1.19 2.07 3.56  0.000
H -4.56 -2.17 -1.81  0.000
H -2.93 -2.81 -2.03  0.000
H -3.57 -1.68 -3.22  0.000
H -4.00 -0.95 0.86  0.000
H -2.54 0.09 1.13  0.000
H -2.39 -1.65 0.96  0.000
H -4.92 0.49 -1.62  0.000
H -3.59 1.32 -2.51  0.000
H -3.79 1.57 -0.69  0.000
H 4.76 1.77 -1.30  -0.001
H 3.35 0.98 -2.10  0.000
H 4.21 0.14 -0.76  0.000
H 4.74 2.60 1.23  0.000
H 4.19 0.99 1.85  0.000
H 3.37 2.49 2.40  0.000
H 3.79 4.07 -0.50  -0.001
H 2.14 4.30 0.16  0.000
H 2.35 3.71 -1.52  0.000
C 0.25 -1.61 -2.62  -0.019
C 0.60 -0.25 -2.87  -0.014
C -0.04 0.43 -3.91  -0.005
C -0.95 -0.24 -4.74  -0.024
C -1.07 -1.63 -4.67  0.000
C -0.39 -2.31 -3.67  -0.025
S 0.38 -2.36 -1.09  -0.161
H -1.61 -0.45 -1.77  0.001
H 1.30 0.26 -2.20  -0.002
H 0.16 1.49 -4.05  0.000
H -1.53 0.31 -5.50  -0.001
H -1.63 -2.17 -5.44  0.000
H -0.35 -3.40 -3.66  0.000
C 1.55 -0.86 5.83  0.000
N 0.80 -1.53 4.76  0.000
C -0.04 -2.56 5.09  0.000
C -0.83 -3.15 4.15  0.000
C -0.63 -2.72 2.82  0.000
N 0.22 -1.75 2.46  -0.010
C 0.94 -1.13 3.46  0.000
O 1.72 -0.17 3.13  -0.009
N -1.38 -3.24 1.81  0.000
H 2.19 -1.60 6.32  0.000
H 0.85 -0.42 6.55  0.000
H 2.12 -0.05 5.37  0.000
H 0.04 -2.92 6.11  0.000
H -1.50 -3.99 4.35  0.000
H -2.04 -3.97 2.06  0.000
H -1.03 -3.20 0.84  -0.001

LUMO energy (spin up / spin down)   -0.4142 / -0.3154 Ha
Orbital gap (spin up / spin down)   4.2 / 7.0 eV
Multiplicity   7
Net charge   +3
Highest occupied orbital energy (spin up / spin down)   -0.567 / -0.572 Eh

---

ORCA calculation (the ωB97M-V functional and the def2-TZVPD basis) on a molecular structure, C22H44InN3OP3S.

Last column: Löwdin charge in e.
Atoms and positions in Å:
In -0.45 0.69 0.13  0.645
P 2.13 1.17 0.91  0.774
P -2.54 2.19 0.17  0.775
P 0.46 1.10 -2.20  0.717
H -0.61 -4.17 -1.01  0.059
C 0.29 -3.80 -1.54  -0.094
C 1.43 -3.51 -0.92  -0.073
H 1.53 -3.51 0.20  0.063
C 2.64 0.48 2.51  -0.232
C 2.16 2.99 1.19  -0.225
C 3.62 0.87 -0.13  -0.229
C -3.92 1.45 -0.76  -0.211
C -3.05 2.43 1.88  -0.211
C -2.20 3.81 -0.61  -0.214
C 1.66 -0.11 -2.81  -0.246
C 1.24 2.72 -2.53  -0.202
C -1.01 1.20 -3.28  -0.278
H 0.22 -3.76 -2.63  0.006
H 2.34 -3.26 -1.46  0.059
H 2.73 -0.60 2.42  0.064
H 1.87 0.70 3.26  0.035
H 3.60 0.92 2.81  0.079
H 1.38 3.25 1.91  0.056
H 1.96 3.52 0.25  0.038
H 3.14 3.27 1.58  0.076
H 3.76 -0.21 -0.26  0.065
H 4.50 1.29 0.39  0.082
H 3.53 1.35 -1.12  0.026
H -4.69 2.20 -0.97  0.081
H -4.36 0.63 -0.17  0.060
H -3.55 1.03 -1.70  0.039
H -3.47 3.43 2.02  0.079
H -2.17 2.28 2.53  0.035
H -3.78 1.66 2.16  0.071
H -2.98 4.53 -0.33  0.079
H -2.15 3.72 -1.70  0.050
H -1.23 4.18 -0.25  0.055
H 1.79 0.04 -3.89  0.075
H 1.34 -1.14 -2.63  0.006
H 2.63 0.03 -2.32  0.031
H 1.33 2.79 -3.62  0.088
H 2.23 2.80 -2.07  0.045
H 0.59 3.52 -2.16  0.055
H -0.64 1.42 -4.29  0.075
H -1.66 2.02 -2.95  0.034
H -1.57 0.25 -3.30  0.003
C -0.59 -2.90 -6.02  -0.608
C -1.65 -2.73 -6.94  -0.116
C -1.89 -3.71 -7.90  -0.063
C -1.06 -4.83 -8.00  -0.051
C 0.09 -4.90 -7.21  -0.064
C 0.35 -3.92 -6.24  -0.098
S -0.60 -1.87 -4.58  0.792
H -0.98 -2.67 -3.48  -0.104
H -2.28 -1.86 -6.81  0.098
H -2.74 -3.60 -8.57  0.118
H -1.31 -5.64 -8.70  0.122
H 0.78 -5.72 -7.36  0.115
H 1.25 -3.95 -5.61  0.105
C -0.74 -0.14 5.23  0.033
N -1.21 -0.79 4.00  -0.016
C -1.77 -2.05 4.05  0.053
C -2.22 -2.64 2.90  0.045
C -2.00 -1.97 1.67  -0.331
N -1.26 -0.84 1.61  0.086
C -0.95 -0.20 2.78  -0.488
O -0.42 0.95 2.70  -0.104
N -2.56 -2.39 0.52  0.211
H 0.35 -0.07 5.25  0.107
H -1.08 -0.71 6.10  0.113
H -1.14 0.88 5.32  0.114
H -1.86 -2.45 5.06  0.161
H -2.74 -3.59 2.93  0.143
H -3.13 -3.22 0.52  0.140
H -2.60 -1.79 -0.30  0.119

LUMO energy   -0.3445 Ha
ΔE to the lowest compared entry with this formula, charge and spin   0.0 kcal/mol
Orbital gap   5.4 eV
Net charge   +3
Highest occupied orbital energy   -0.544 Eh

---

ORCA calculation (the ωB97M-V functional and the def2-TZVPD basis) on a molecular structure, C22H44IrN3O2P3.

Last column: Löwdin spin population.
Atoms and positions in Å:
Ir -0.41 -0.89 -0.20  1.547
P -2.76 -1.25 -0.51  0.178
P 0.92 -2.70 -0.51  0.172
P -0.15 0.11 -2.13  0.206
H 0.44 3.56 1.47  0.000
C -0.15 4.40 1.10  0.000
C -1.48 4.26 0.94  0.000
H -1.96 3.31 1.20  0.000
C -3.37 -2.02 1.02  0.037
C -3.38 -2.36 -1.83  0.023
C -3.66 0.30 -0.78  0.046
C 2.70 -2.36 -0.36  0.045
C 0.55 -3.92 0.79  0.048
C 0.74 -3.58 -2.10  0.023
C -0.60 1.83 -1.71  0.084
C -1.19 -0.32 -3.57  0.043
C 1.53 0.18 -2.81  0.033
H 0.38 5.33 0.89  0.000
H -2.12 5.06 0.56  0.000
H -3.79 -1.25 1.68  0.001
H -2.55 -2.53 1.54  0.004
H -4.14 -2.75 0.77  0.005
H -2.76 -3.27 -1.90  0.003
H -3.38 -1.86 -2.80  0.000
H -4.41 -2.66 -1.57  0.005
H -3.32 1.04 -0.05  0.001
H -4.73 0.11 -0.63  0.010
H -3.51 0.68 -1.80  0.000
H 3.02 -1.57 -1.05  0.001
H 3.27 -3.27 -0.57  0.008
H 2.90 -2.03 0.66  0.000
H 1.11 -4.85 0.60  0.009
H -0.52 -4.15 0.81  0.002
H 0.84 -3.53 1.78  0.000
H 1.45 -4.42 -2.11  0.005
H 0.95 -2.92 -2.95  0.000
H -0.28 -3.98 -2.20  0.001
H 0.13 2.51 -2.18  0.011
H -0.56 1.97 -0.62  0.014
H -1.60 2.08 -2.07  0.002
H -0.69 0.08 -4.47  0.006
H -2.19 0.13 -3.50  0.000
H -1.28 -1.41 -3.68  0.000
H 1.46 0.49 -3.86  0.006
H 2.02 -0.80 -2.78  0.001
H 2.13 0.91 -2.26  0.001
C 2.70 2.12 0.03  0.116
C 3.98 1.46 -0.12  0.148
C 4.86 1.85 -1.11  0.014
C 4.58 2.98 -1.90  0.249
C 3.43 3.74 -1.66  0.004
C 2.52 3.35 -0.69  0.158
O 1.74 1.60 0.71  0.322
H -1.12 -2.16 -0.94  0.075
H 4.19 0.61 0.53  0.006
H 5.77 1.28 -1.27  -0.003
H 5.29 3.29 -2.67  0.011
H 3.23 4.64 -2.23  -0.004
H 1.62 3.92 -0.47  0.006
C -2.61 0.91 4.37  0.001
N -1.43 0.26 3.80  0.001
C -0.60 -0.48 4.58  0.009
C 0.56 -0.97 4.04  0.003
C 0.76 -0.72 2.67  0.029
N -0.30 -0.47 1.87  0.170
C -1.31 0.30 2.41  0.026
O -2.09 1.00 1.74  0.043
N 2.00 -0.69 2.10  0.027
H -2.50 0.91 5.45  0.000
H -3.52 0.36 4.10  0.000
H -2.69 1.93 3.99  0.000
H -0.89 -0.57 5.62  0.001
H 1.34 -1.45 4.62  0.001
H 2.77 -0.82 2.76  0.001
H 2.12 0.14 1.47  0.002

LUMO energy (spin up / spin down)   -0.3131 / -0.4598 Ha
ΔE to the lowest compared entry with this formula, charge and spin   0.0 kcal/mol
Orbital gap (spin up / spin down)   7.9 / 4.1 eV
Multiplicity   5
Net charge   +3
Highest occupied orbital energy (spin up / spin down)   -0.605 / -0.609 Eh

---

ORCA calculation (the ωB97M-V functional and the def2-TZVPD basis) on a molecular structure, C22H44N3O2P3Pb.

Last column: Löwdin charge in e.
Atoms and positions in Å:
Pb 0.32 0.24 0.82  1.319
P -2.53 0.94 2.10  0.785
P 0.82 -1.72 2.64  0.724
P -2.06 0.88 -1.88  0.847
H 2.76 -6.58 -3.88  0.083
C 2.86 -5.81 -4.65  -0.026
C 3.89 -4.95 -4.73  -0.016
H 4.75 -4.97 -4.06  0.085
C -4.03 -0.13 2.16  -0.244
C -2.16 1.07 3.89  -0.252
C -3.28 2.58 1.83  -0.232
C 2.27 -2.59 1.95  -0.229
C 1.37 -0.99 4.19  -0.205
C -0.36 -3.03 3.09  -0.205
C -1.09 0.59 -3.36  -0.193
C -2.40 2.67 -1.89  -0.158
C -3.65 0.05 -2.03  -0.181
H 2.09 -5.81 -5.42  0.077
H 3.93 -4.24 -5.56  0.076
H -4.79 0.27 2.84  0.084
H -3.73 -1.13 2.48  0.050
H -4.45 -0.21 1.15  0.036
H -3.00 1.48 4.44  0.084
H -1.28 1.71 4.02  0.028
H -1.92 0.08 4.29  0.045
H -4.37 2.54 1.89  0.076
H -3.00 2.95 0.84  0.005
H -2.91 3.29 2.58  0.066
H 2.81 -3.04 2.79  0.085
H 2.92 -1.88 1.42  0.062
H 1.94 -3.36 1.24  0.063
H 0.91 -1.55 5.02  0.085
H 1.09 0.06 4.24  0.037
H 2.46 -1.09 4.25  0.079
H 0.13 -3.73 3.78  0.097
H -0.69 -3.57 2.18  0.064
H -1.25 -2.58 3.57  0.059
H -1.75 0.97 -4.15  0.083
H -0.90 -0.49 -3.47  0.070
H -0.13 1.13 -3.32  0.063
H -2.57 2.88 -2.97  0.099
H -1.54 3.27 -1.53  0.069
H -3.32 2.89 -1.33  0.069
H -3.94 0.23 -3.08  0.088
H -4.36 0.50 -1.31  0.069
H -3.52 -1.02 -1.83  0.079
C 1.33 -1.48 -1.89  -0.391
C 0.44 -2.55 -1.54  -0.019
C 0.26 -3.62 -2.42  -0.009
C 0.99 -3.68 -3.61  0.007
C 2.00 -2.74 -3.87  -0.016
C 2.21 -1.69 -2.99  0.042
O 1.29 -0.29 -1.33  -0.286
H -1.38 -0.02 -1.03  -0.056
H -0.13 -2.49 -0.61  0.090
H -0.45 -4.41 -2.16  0.139
H 0.80 -4.49 -4.32  0.115
H 2.64 -2.86 -4.75  0.111
H 2.98 -0.94 -3.20  0.138
C 1.43 4.69 3.57  0.042
N 1.47 4.20 2.17  -0.019
C 1.77 5.05 1.15  0.047
C 1.81 4.60 -0.13  0.043
C 1.60 3.23 -0.37  -0.338
N 1.18 2.45 0.65  0.018
C 1.10 2.90 1.93  -0.504
O 0.66 2.15 2.84  -0.074
N 1.66 2.63 -1.57  0.196
H 0.40 4.71 3.93  0.113
H 1.83 5.70 3.61  0.113
H 2.05 4.03 4.19  0.118
H 1.95 6.09 1.46  0.169
H 2.06 5.25 -0.96  0.142
H 2.06 3.16 -2.34  0.149
H 1.65 1.61 -1.67  0.070

LUMO energy (spin up / spin down)   -0.4973 / -0.5279 Ha
ΔE to the lowest compared entry with this formula, charge and spin   13.3 kcal/mol
Orbital gap (spin up / spin down)   4.6 / 4.5 eV
Net charge   +4
Highest occupied orbital energy (spin up / spin down)   -0.667 / -0.692 Eh

---

ORCA calculation (the ωB97M-V functional and the def2-TZVPD basis) on a molecular structure, C22H44NO29S8.

Last column: Löwdin charge in e.
Atoms and positions in Å:
C -2.06 -3.68 -4.23  -0.103
C -3.05 -2.62 -3.72  -0.252
C -3.15 -2.49 -2.20  -0.218
C -1.82 -2.44 -1.47  -0.225
C -1.92 -1.92 -0.04  -0.210
C -0.52 -1.64 0.52  -0.232
C 0.29 -2.92 0.69  -0.228
S 2.08 -2.75 0.64  0.506
O 2.51 -4.01 0.04  -0.380
O 2.61 -2.61 1.99  -0.355
N 2.47 -1.59 -0.39  -0.319
S 2.77 -0.14 0.23  0.527
O 2.48 0.82 -0.83  -0.362
O 2.01 0.16 1.44  -0.360
C 4.51 -0.11 0.63  -0.157
C 5.33 0.47 -0.52  -0.345
C 6.68 0.98 -0.09  -0.019
O 6.44 -0.27 -0.88  -0.138
H -1.27 -3.92 -3.52  0.057
H -1.56 -3.30 -5.12  0.059
H -2.57 -4.60 -4.52  0.062
H -2.84 -1.67 -4.21  0.094
H -4.03 -2.91 -4.08  0.095
H -3.77 -3.29 -1.81  0.113
H -3.67 -1.56 -1.98  0.103
H -1.42 -3.45 -1.44  0.094
H -1.08 -1.83 -2.00  0.131
H -2.52 -1.01 -0.04  0.099
H -2.46 -2.61 0.61  0.118
H -0.03 -0.89 -0.10  0.093
H -0.67 -1.22 1.52  0.095
H 0.08 -3.61 -0.12  0.074
H 0.01 -3.43 1.61  0.106
H 4.91 -1.11 0.75  0.115
H 4.73 0.48 1.51  0.104
H 4.81 1.03 -1.28  0.104
H 7.09 0.48 0.77  0.109
H 7.28 1.55 -0.78  0.103
C 2.59 -1.55 -5.40  -0.168
C 3.71 -0.65 -5.88  -0.175
O 3.36 0.65 -5.41  -0.194
S 2.58 0.50 -3.99  0.629
O 3.50 0.70 -2.94  -0.219
O 1.37 1.24 -4.12  -0.226
O 2.27 -1.06 -4.10  -0.171
H 1.71 -1.45 -6.04  0.131
H 2.88 -2.60 -5.34  0.137
H 3.81 -0.65 -6.97  0.130
H 4.67 -0.94 -5.44  0.134
C 11.04 -2.94 -2.53  -0.174
C 10.87 -3.36 -1.09  -0.173
O 10.67 -2.13 -0.38  -0.187
S 9.88 -1.09 -1.31  0.631
O 8.50 -1.13 -1.00  -0.197
O 10.61 0.12 -1.34  -0.221
O 10.11 -1.87 -2.71  -0.186
H 12.04 -2.55 -2.72  0.131
H 10.82 -3.74 -3.23  0.133
H 11.75 -3.88 -0.70  0.132
H 9.99 -3.98 -0.95  0.136
C -1.25 2.76 -4.17  -0.166
C -1.98 3.99 -4.67  -0.166
O -3.33 3.57 -4.86  -0.193
S -3.69 2.45 -3.78  0.588
O -4.38 3.06 -2.70  -0.225
O -4.24 1.33 -4.46  -0.222
O -2.20 2.11 -3.30  -0.181
H -1.02 2.08 -4.99  0.128
H -0.34 3.00 -3.64  0.126
H -1.56 4.37 -5.60  0.134
H -1.97 4.79 -3.92  0.132
C -0.46 2.01 2.48  -0.145
C -1.48 3.12 2.40  -0.153
O -2.74 2.43 2.44  -0.186
S -2.60 1.12 3.34  0.582
O -3.10 1.41 4.65  -0.238
O -3.06 0.01 2.59  -0.217
O -1.02 1.06 3.41  -0.168
H -0.33 1.51 1.52  0.128
H 0.50 2.36 2.83  0.140
H -1.40 3.70 1.49  0.138
H -1.43 3.79 3.26  0.130
C -6.12 -0.48 3.19  -0.155
C -7.16 0.61 3.10  -0.155
O -8.41 -0.09 3.12  -0.190
S -8.27 -1.40 4.03  0.593
O -8.77 -1.12 5.33  -0.227
O -8.74 -2.51 3.29  -0.222
O -6.68 -1.44 4.11  -0.181
H -5.97 -0.97 2.23  0.141
H -5.17 -0.12 3.56  0.094
H -7.07 1.19 2.19  0.138
H -7.12 1.27 3.96  0.131
C -4.56 3.65 6.70  -0.161
C -4.62 3.15 8.12  -0.155
O -4.85 4.33 8.90  -0.191
S -5.74 5.36 8.07  0.594
O -7.10 5.23 8.46  -0.221
O -5.09 6.62 8.08  -0.223
O -5.56 4.68 6.63  -0.188
H -3.59 4.10 6.47  0.135
H -4.77 2.87 5.97  0.116
H -3.71 2.66 8.43  0.137
H -5.47 2.47 8.27  0.136

LUMO energy   0.0650 Ha
Orbital gap   8.1 eV
Net charge   -1
Highest occupied orbital energy   -0.233 Eh